(1)
Computed, not measured: a structure of composition C7H9FNPtTe4 in a non-equilibrium geometry, with ωB97M-V/def2-TZVPD.

Geometry (Å):
Pt  0.74  1.08  0.59
Te  3.12  0.42  -0.38
Te  4.60  1.07  1.73
Te  3.16  0.34  3.87
Te  0.67  0.13  3.02
N  0.77  3.16  0.01
H  -0.07  3.66  0.30
H  0.83  3.21  -1.00
H  1.58  3.63  0.39
F  -0.79  -4.21  -1.52
C  -0.89  -2.95  -1.13
C  -0.66  -1.95  -2.06
C  -0.78  -0.64  -1.65
C  -1.14  -0.32  -0.32
C  -1.27  1.06  0.08
C  -1.35  -1.37  0.59
C  -1.22  -2.69  0.19
H  -0.41  -2.21  -3.08
H  -0.61  0.17  -2.35
H  -1.85  1.29  0.97
H  -1.39  1.79  -0.72
H  -1.65  -1.15  1.60
H  -1.39  -3.51  0.88

The calculation puts the HOMO energy (alpha / beta) at -10.39 / -10.38 eV. As for the orbital gap (alpha / beta): 3.93 / 3.92 eV. As for the total charge: +1. Its LUMO energy (alpha / beta) is -6.5 / -6.5 eV.

(2)
Computed, not measured: a cluster of 2 separate species, C3H3F2O4 in total in a non-equilibrium geometry, with ωB97M-V/def2-TZVPD.

Geometry (Å):
C  -1.17  0.60  -0.20
C  -0.80  -0.66  0.24
C  1.85  0.05  0.12
O  -0.85  1.69  0.60
O  -1.77  0.79  -1.28
O  -1.19  -1.74  -0.56
O  1.85  0.79  1.06
F  2.28  -1.23  0.15
F  1.94  0.42  -1.17
H  -0.49  -0.92  1.24
H  -1.61  -1.29  -1.31
H  -0.05  1.48  1.11

The calculation puts the HOMO energy at -2.35 eV. The value obtained for the energy relative to the best compared isomer or geometry (same formula, charge and spin) is 18.3 kcal/mol. As for the orbital gap: 6.15 eV. As for the total charge: -1. Its LUMO energy is 3.8 eV.

no.,calculated total energy (eV)
1,-44025.3897
2,-16785.2590